(1)
Below is C52H45MnN5O4 as an isolated structure, with properties calculated with ωB97M-V/def2-TZVPD.

Geometry (Å):
Mn  -0.3602  -0.2448  -0.0147
C  5.5911  -1.0099  7.9070
O  4.3807  -0.2974  7.7428
C  3.7656  -0.3768  6.5320
C  4.2722  -1.0664  5.4383
C  3.5592  -1.0715  4.2424
C  2.3538  -0.4004  4.1166
C  1.8580  0.2836  5.2279
C  2.5500  0.2973  6.4220
C  1.6036  -0.3986  2.8263
C  0.8523  -1.5225  2.5025
C  0.6890  -2.6569  3.3733
C  -0.1668  -3.4980  2.7517
C  -0.5072  -2.8828  1.4941
N  0.1262  -1.6818  1.3599
C  -1.3376  -3.4739  0.5509
C  -1.5822  -2.9306  -0.7044
C  -2.3264  -3.6154  -1.7280
C  -2.3283  -2.8097  -2.8127
C  -1.6107  -1.6192  -2.4428
C  -1.4734  -0.5113  -3.2700
C  -2.0835  -0.5618  -4.6297
C  -3.4683  -0.4895  -4.7939
C  -4.0409  -0.5276  -6.0491
C  -3.2345  -0.6405  -7.1808
O  -3.8866  -0.6704  -8.3743
C  -3.1002  -0.7737  -9.5452
C  -1.8549  -0.7158  -7.0377
C  -1.2954  -0.6759  -5.7640
C  -0.8204  0.6542  -2.8846
N  -0.1969  0.8755  -1.6846
C  0.2927  2.1529  -1.7575
C  1.0117  2.8021  -0.7634
C  1.4456  4.2089  -0.9956
C  0.8781  5.2448  -0.2580
C  1.2922  6.5555  -0.4383
C  2.2856  6.8396  -1.3640
O  2.7380  8.1315  -1.5150
C  1.9444  8.9039  -2.4064
C  2.8557  5.8210  -2.1129
C  2.4357  4.5126  -1.9252
C  1.3873  2.1885  0.4248
C  2.2655  2.7963  1.3860
C  2.4510  1.8895  2.3700
C  1.6753  0.7320  2.0221
N  1.0370  0.9243  0.8228
C  -0.0414  2.7501  -3.0200
C  -0.7363  1.8232  -3.7166
N  -1.1433  -1.7191  -1.1623
C  -1.9876  -4.7725  0.8980
C  -3.2425  -4.7849  1.5081
C  -3.8568  -5.9743  1.8470
C  -3.2241  -7.1873  1.5802
O  -3.9013  -8.3063  1.9561
C  -3.3116  -9.5565  1.6587
C  -1.9759  -7.1938  0.9705
C  -1.3711  -5.9853  0.6367
H  5.8970  -0.8527  8.9373
H  6.3696  -0.6329  7.2383
H  5.4504  -2.0795  7.7308
H  5.2117  -1.5965  5.4962
H  3.9584  -1.6085  3.3902
H  0.9143  0.8096  5.1464
H  2.1689  0.8244  7.2868
H  1.1676  -2.7744  4.3317
H  -0.5372  -4.4498  3.0959
H  -2.7701  -4.5915  -1.6207
H  -2.7667  -2.9959  -3.7791
H  -4.1005  -0.4007  -3.9184
H  -5.1134  -0.4686  -6.1801
H  -3.7971  -0.7739  -10.3784
H  -2.5233  -1.7022  -9.5572
H  -2.4197  0.0761  -9.6437
H  -1.2069  -0.8089  -7.8969
H  -0.2189  -0.7379  -5.6571
H  0.1071  5.0156  0.4682
H  0.8609  7.3623  0.1411
H  2.3807  9.8993  -2.4368
H  0.9105  8.9702  -2.0564
H  1.9523  8.4710  -3.4109
H  3.6364  6.0629  -2.8227
H  2.8845  3.7115  -2.4999
H  2.6993  3.7782  1.2964
H  3.0655  1.9776  3.2507
H  0.2129  3.7532  -3.3195
H  -1.1572  1.9123  -4.7043
H  -3.7371  -3.8440  1.7177
H  -4.8294  -5.9894  2.3211
H  -4.0145  -10.3112  1.9998
H  -2.3618  -9.6850  2.1846
H  -3.1481  -9.6740  0.5842
H  -1.4639  -8.1199  0.7529
H  -0.3964  -5.9941  0.1633
C  -2.9171  2.0428  -0.6669
C  -2.6517  1.4357  0.7105
C  -3.9741  0.9335  1.3081
C  -2.0249  2.4762  1.6479
N  -1.7614  0.2947  0.6978
H  -3.7327  2.7658  -0.5882
H  -3.2123  1.2715  -1.3810
H  -2.0437  2.5610  -1.0574
H  -4.6833  1.7568  1.4197
H  -3.7970  0.4807  2.2837
H  -4.4184  0.1800  0.6549
H  -2.6673  3.3585  1.6947
H  -1.0413  2.7770  1.2849
H  -1.9151  2.0694  2.6539

Cartesian forces (eV/Å) of the 2 atoms listed first:
0.1470 -0.2364 -0.2000
0.0117 0.0107 0.0001

multiplicity: 2
Kohn-Sham gap (spin up / spin down): 6.0 / 5.9 eV
energy above the lowest of the compared OMol25 structures with the same formula, charge and spin: 0.0 kcal per mole
E: -3734.260131 Ha
⟨S²⟩: 1.14
net charge: 0

(2)
Below is C52H46N4O3P2STl as an isolated structure, with properties calculated with ωB97M-V/def2-TZVPD.

Geometry (Å):
Tl  -0.9065  1.0880  -0.4623
O  0.5749  2.5255  0.2538
C  0.4843  3.4970  1.1425
C  1.5609  4.4018  1.2073
C  1.5793  5.4317  2.1210
C  0.5252  5.6126  3.0183
C  -0.5354  4.7392  2.9705
C  -0.5888  3.6807  2.0474
C  -1.7293  2.8013  2.1630
N  -2.0089  1.8123  1.3965
N  -3.1437  1.0859  1.7111
C  -3.1188  -0.1137  1.1775
O  -2.1743  -0.5812  0.4383
C  -4.2916  -0.9989  1.4210
C  -5.3630  -0.5802  2.2064
C  -6.4421  -1.4243  2.4098
C  -6.4576  -2.6894  1.8355
C  -5.3897  -3.1105  1.0561
C  -4.3079  -2.2680  0.8486
H  2.3815  4.2495  0.5163
H  2.4254  6.1077  2.1417
H  0.5422  6.4207  3.7358
H  -1.3582  4.8526  3.6673
H  -2.4100  2.9799  2.9954
H  -5.3361  0.4046  2.6518
H  -7.2738  -1.0975  3.0201
H  -7.3014  -3.3469  1.9996
H  -5.3979  -4.0976  0.6118
H  -3.4631  -2.5863  0.2502
O  2.2701  2.1267  -2.8681
S  2.0866  1.1970  -1.7132
C  2.5227  -0.4441  -2.2879
C  3.8187  -0.7522  -2.6779
C  4.1081  -2.0170  -3.1585
C  3.1027  -2.9738  -3.2406
C  1.8102  -2.6651  -2.8502
C  1.5008  -1.3881  -2.3766
P  -0.2281  -1.0456  -1.8957
C  -1.1009  -0.7395  -3.4541
C  -0.4266  -0.2545  -4.5715
C  -1.1384  0.0999  -5.7114
C  -2.5183  -0.0332  -5.7418
C  -3.1956  -0.5162  -4.6271
C  -2.4928  -0.8600  -3.4836
C  -0.8119  -2.6353  -1.2578
C  -0.4900  -2.9548  0.0607
C  -0.8345  -4.1891  0.5817
C  -1.5190  -5.1064  -0.2062
C  -1.8435  -4.7933  -1.5176
C  -1.4834  -3.5621  -2.0499
C  3.4433  1.4432  -0.5761
C  4.4955  2.2459  -0.9784
C  5.5827  2.3954  -0.1271
C  5.6049  1.7324  1.0920
C  4.5289  0.9462  1.4838
C  3.4097  0.8146  0.6686
P  1.9295  -0.1676  1.1420
C  1.3286  0.5889  2.6883
C  1.9283  1.6531  3.3562
C  1.3765  2.1388  4.5339
C  0.2240  1.5684  5.0543
C  -0.3897  0.5166  4.3872
C  0.1561  0.0365  3.2070
C  2.7086  -1.7161  1.7233
C  3.1691  -2.6009  0.7462
C  3.7591  -3.8015  1.1045
C  3.8829  -4.1405  2.4459
C  3.4188  -3.2728  3.4222
C  2.8347  -2.0634  3.0653
H  4.5950  -0.0021  -2.5980
H  5.1175  -2.2615  -3.4609
H  3.3268  -3.9669  -3.6066
H  1.0427  -3.4258  -2.9044
H  0.6517  -0.1494  -4.5581
H  -0.6091  0.4740  -6.5777
H  -3.0681  0.2321  -6.6349
H  -4.2714  -0.6324  -4.6538
H  -3.0207  -1.2423  -2.6148
H  0.0238  -2.2287  0.6773
H  -0.5773  -4.4301  1.6046
H  -1.7987  -6.0682  0.2034
H  -2.3720  -5.5088  -2.1334
H  -1.7229  -3.3363  -3.0808
H  4.4508  2.7341  -1.9441
H  6.4173  3.0171  -0.4228
H  6.4619  1.8320  1.7449
H  4.5555  0.4326  2.4377
H  2.8176  2.1208  2.9571
H  1.8460  2.9730  5.0387
H  -0.2016  1.9490  5.9739
H  -1.2988  0.0770  4.7773
H  -0.3442  -0.7711  2.6799
H  3.0668  -2.3472  -0.3028
H  4.1168  -4.4778  0.3385
H  4.3382  -5.0807  2.7276
H  3.5123  -3.5331  4.4685
H  2.4739  -1.3952  3.8373
N  -3.1592  1.6685  -1.3965
C  -3.0810  2.9211  -2.1536
C  -1.8936  2.8731  -3.1031
N  -0.6627  2.6506  -2.3400
H  -3.5459  0.9199  -1.9606
H  -3.7348  1.7546  -0.5628
H  -2.9487  3.7364  -1.4380
H  -3.9939  3.1249  -2.7170
H  -1.8511  3.7967  -3.6846
H  -2.0138  2.0436  -3.8034
H  -0.3881  3.4840  -1.8244
H  0.1391  2.4355  -2.9337

Cartesian forces (eV/Å) of the 2 atoms listed first:
0.0899 -0.1152 0.0176
-0.0463 0.0211 -0.0486

Kohn-Sham gap: 7.1 eV
energy above the lowest of the compared OMol25 structures with the same formula, charge and spin: 0.1 kcal per mole
E: -3707.094525 Ha
net charge: +1

(3)
Below is C52H47BF6NO20PSi2 as an isolated structure at a distorted geometry, with properties calculated with ωB97M-V/def2-TZVPD.

Geometry (Å):
C  1.7685  -1.3810  1.2223
C  2.2729  -0.1377  0.5015
O  2.7696  0.8737  1.4148
B  2.0609  2.0142  1.5943
O  2.6830  3.2318  1.3969
Si  0.1031  1.8805  2.1529
O  -0.8544  3.0675  1.4430
Si  -1.1863  2.8911  -0.1472
N  0.3551  2.7794  -0.9481
C  -1.9159  1.1447  -0.5712
O  -1.4451  0.6005  -1.5394
C  -3.0010  0.3099  0.1968
F  -2.6397  -0.9807  0.0222
F  -2.9812  0.5487  1.5285
C  -4.4616  0.4206  -0.3035
F  -4.4751  0.2440  -1.6280
F  -5.1294  -0.6179  0.2630
C  -5.2304  1.7348  0.0802
F  -4.4320  2.5108  0.8362
F  -5.5319  2.4051  -1.0448
C  -6.5698  1.4397  0.8058
O  -7.4669  0.9327  0.2166
O  -6.6297  1.8844  2.0759
P  -2.5075  4.5448  -0.8521
C  -2.0026  4.7495  -2.6102
C  -1.7382  5.9762  0.0311
C  -2.3263  6.0918  1.4521
H  2.0227  -1.3242  2.2785
H  0.6804  -1.4437  1.1596
H  2.1679  -2.2883  0.7815
H  3.1240  -0.3949  -0.1273
H  1.5211  0.2850  -0.1646
H  2.6353  3.8069  2.1676
H  -0.1298  1.9149  3.6157
H  -0.4229  0.5782  1.6701
H  0.9010  3.6081  -0.7139
H  0.2608  2.7836  -1.9599
H  -6.0854  1.3514  2.6730
H  -2.2276  3.8477  -3.1769
H  -0.9534  5.0193  -2.7282
H  -2.6065  5.5643  -3.0076
H  -1.9489  6.8616  -0.5633
H  -0.6638  5.8226  0.0871
H  -3.0298  5.2869  1.6655
H  -1.5367  6.0330  2.1975
H  -2.8628  7.0304  1.5750
C  2.2028  7.6014  -3.2953
C  2.6954  8.6505  -3.9478
C  2.0660  9.9920  -3.8277
O  2.5114  10.9539  -4.4127
C  0.8658  10.1130  -2.9567
C  0.3764  9.0612  -2.3070
C  1.0103  7.7237  -2.4241
O  0.5669  6.7672  -1.8213
H  2.6452  6.6152  -3.3624
H  3.5702  8.5858  -4.5799
H  0.4260  11.0998  -2.8867
H  -0.4934  9.1243  -1.6652
C  0.3307  -5.6316  -0.2945
C  -0.6030  -6.0545  0.5538
C  -1.8872  -5.3302  0.7156
O  -2.7331  -5.7143  1.4985
C  -2.1007  -4.1169  -0.1100
C  -1.1712  -3.6885  -0.9596
C  0.1173  -4.4130  -1.1197
O  0.9615  -4.0255  -1.8981
H  1.2756  -6.1453  -0.4237
H  -0.4732  -6.9380  1.1667
H  -3.0433  -3.6024  0.0277
H  -1.3019  -2.8012  -1.5671
C  6.2788  7.5557  0.1913
C  6.0505  7.4731  -1.1160
C  5.8633  8.6925  -1.9418
O  5.6446  8.6187  -3.1324
C  5.9415  10.0078  -1.2578
C  6.1699  10.0910  0.0496
C  6.3574  8.8716  0.8787
O  6.5649  8.9463  2.0692
H  6.4177  6.6830  0.8167
H  5.9886  6.5275  -1.6398
H  5.8002  10.8791  -1.8852
H  6.2306  11.0363  0.5736
C  -8.5421  -1.0433  -2.1002
C  -7.6103  -0.7295  -2.9960
C  -7.6965  -1.2019  -4.4001
O  -6.8470  -0.9178  -5.2170
C  -8.8668  -2.0401  -4.7708
C  -9.8002  -2.3545  -3.8778
C  -9.7123  -1.8798  -2.4714
O  -10.5664  -2.1669  -1.6611
H  -8.4964  -0.7054  -1.0747
H  -6.7510  -0.1189  -2.7503
H  -8.9068  -2.3718  -5.8006
H  -10.6617  -2.9630  -4.1221
C  -3.1676  -8.1401  7.1681
C  -3.1162  -9.1228  6.2740
C  -2.9920  -8.8358  4.8203
O  -2.9424  -9.7350  4.0088
C  -2.9283  -7.4118  4.4031
C  -2.9788  -6.4309  5.3003
C  -3.1016  -6.7145  6.7517
O  -3.1460  -5.8215  7.5704
H  -3.2579  -8.3209  8.2317
H  -3.1608  -10.1683  6.5513
H  -2.8398  -7.2177  3.3413
H  -2.9346  -5.3862  5.0192
C  5.8261  -1.8924  2.4202
C  7.1175  -1.6476  2.6214
C  8.1685  -2.5114  2.0239
O  9.3451  -2.2901  2.2084
C  7.7223  -3.6577  1.1896
C  6.4311  -3.9025  0.9870
C  5.3818  -3.0399  1.5876
O  4.2049  -3.2594  1.4021
H  5.0405  -1.2762  2.8396
H  7.4687  -0.8176  3.2211
H  8.5077  -4.2700  0.7650
H  6.0776  -4.7301  0.3850
C  3.9059  -10.6593  -0.9320
C  3.4375  -9.6034  -0.2734
C  3.5467  -8.2362  -0.8396
O  3.1217  -7.2700  -0.2402
C  4.1937  -8.0867  -2.1668
C  4.6624  -9.1423  -2.8260
C  4.5560  -10.5132  -2.2613
O  4.9815  -11.4749  -2.8610
H  3.8403  -11.6673  -0.5431
H  2.9599  -9.6825  0.6949
H  4.2546  -7.0778  -2.5551
H  5.1380  -9.0625  -3.7951

Cartesian forces (eV/Å) of the 2 atoms listed first:
-0.6036 0.2131 -0.1221
0.3077 -0.3845 0.1129

Kohn-Sham gap: 6.5 eV
E: -5113.584708 Ha
net charge: 0